A cluster of 5 separate species, C23H45BF2O11P in total, computed with wB97M-V/def2-TZVPD.

Last column: Mulliken charge in e.
Atoms and positions in Å:
C (6.046, 0.383, 3.232)  -1.118
C (6.189, 0.166, 1.713)  -0.515
C (5.114, 0.924, 0.922)  -0.437
O (4.152, 0.035, 0.392)  -0.381
C (3.177, 0.769, -0.352)  -1.117
C (1.792, 0.112, -0.363)  0.521
O (0.925, 1.103, -0.865)  -0.340
B (0.247, 1.884, 0.212)  0.707
C (0.762, 3.411, 0.464)  -0.938
C (0.469, 3.970, 1.864)  0.276
C (-1.018, 3.848, 2.254)  -1.018
F (1.215, 3.345, 2.854)  -0.333
O (0.445, 0.971, 1.399)  -0.753
C (1.122, -0.182, 1.017)  1.245
C (-0.053, -1.200, 0.854)  -0.982
C (0.339, -2.419, 0.058)  0.276
O (1.235, -3.154, 0.280)  -0.541
F (-0.411, -2.659, -1.060)  -0.221
P (2.174, -0.458, 2.506)  0.882
O (2.997, 0.721, 2.842)  -0.696
O (3.099, -1.799, 2.370)  -0.564
O (1.135, -0.777, 3.732)  -0.659
H (6.039, 1.459, 3.425)  0.299
H (5.124, -0.052, 3.611)  0.160
H (6.917, -0.006, 3.768)  0.418
H (7.155, 0.607, 1.439)  0.340
H (6.235, -0.894, 1.466)  0.288
H (5.588, 1.433, 0.069)  0.443
H (4.651, 1.650, 1.596)  0.353
H (3.510, 0.780, -1.399)  0.234
H (3.127, 1.814, -0.051)  0.095
H (1.815, -0.689, -1.107)  0.328
H (-0.956, 1.836, -0.062)  -0.452
H (1.832, 3.563, 0.270)  0.152
H (0.228, 4.091, -0.213)  0.346
H (0.766, 5.025, 1.888)  0.407
H (-1.619, 3.898, 1.349)  0.253
H (-1.252, 4.675, 2.915)  0.341
H (-1.144, 2.888, 2.752)  0.098
H (-0.896, -0.715, 0.363)  0.236
H (-0.416, -1.510, 1.835)  0.626
H (2.600, -2.531, 2.752)  0.322
H (0.562, -0.001, 3.771)  0.398
C (-3.201, -2.901, -2.044)  -0.616
C (-4.123, -1.848, -1.483)  0.845
O (-3.865, -1.256, -0.462)  -0.538
C (-5.392, -1.566, -2.253)  -1.207
H (-2.335, -3.002, -1.400)  -0.029
H (-3.721, -3.861, -2.092)  0.272
H (-2.867, -2.613, -3.042)  0.328
H (-5.999, -2.471, -2.317)  0.329
H (-5.149, -1.222, -3.259)  0.326
H (-5.962, -0.792, -1.742)  0.321
C (2.917, -0.709, -5.734)  -1.286
C (2.378, 0.067, -4.553)  0.891
O (3.101, 0.711, -3.834)  -0.524
C (0.892, 0.003, -4.298)  -0.791
H (3.995, -0.574, -5.794)  0.325
H (2.698, -1.771, -5.614)  0.324
H (2.461, -0.347, -6.657)  0.342
H (0.588, -1.031, -4.118)  0.229
H (0.348, 0.397, -5.159)  0.448
H (0.653, 0.600, -3.417)  0.034
C (-5.150, 7.347, 3.498)  -1.156
C (-4.191, 6.186, 3.629)  0.814
O (-3.081, 6.226, 3.159)  -0.475
C (-4.683, 4.969, 4.374)  -1.013
H (-4.671, 8.150, 2.942)  0.302
H (-6.048, 7.031, 2.964)  0.322
H (-5.428, 7.715, 4.487)  0.317
H (-5.561, 4.555, 3.876)  0.317
H (-4.942, 5.237, 5.400)  0.323
H (-3.898, 4.215, 4.391)  0.237
C (-3.003, -8.012, -1.969)  -1.137
C (-2.454, -7.053, -2.996)  0.893
O (-3.186, -6.425, -3.725)  -0.549
C (-0.955, -6.912, -3.075)  -1.103
H (-4.090, -8.013, -2.021)  0.296
H (-2.638, -9.021, -2.166)  0.354
H (-2.696, -7.703, -0.969)  0.309
H (-0.500, -7.874, -3.319)  0.374
H (-0.561, -6.555, -2.122)  0.296
H (-0.700, -6.193, -3.851)  0.276

Values from the calculation:
DFT total energy, hartree: -2297.14847
Net charge: -1
LUMO, eV: 2.15


A cluster of 7 separate species, C18H34BN2O26S6 in total, computed with wB97M-V/def2-TZVPD.

Last column: Mulliken charge in e.
Atoms and positions in Å:
C (2.059, 0.576, -0.249)  -0.617
C (2.299, 2.078, -0.208)  -0.131
O (1.778, 2.710, -1.419)  -0.570
B (0.665, 3.450, -1.150)  0.676
O (0.707, 4.791, -0.924)  -0.528
C (-0.787, 2.801, -1.102)  0.292
C (-1.709, 3.227, -0.176)  -0.333
C (-2.985, 2.641, -0.159)  -0.443
N (-3.394, 1.718, -0.993)  -0.850
N (-2.466, 1.329, -1.864)  0.463
C (-1.237, 1.787, -1.945)  -0.708
H (1.368, 0.373, -1.058)  -0.128
H (2.969, 0.032, -0.478)  0.425
H (1.598, 0.206, 0.661)  0.246
H (3.358, 2.304, -0.151)  0.502
H (1.801, 2.522, 0.658)  -0.005
H (1.400, 5.064, -0.313)  0.318
H (-1.478, 3.988, 0.552)  0.517
H (-3.691, 2.961, 0.596)  0.851
H (-2.761, 0.608, -2.513)  0.307
H (-0.589, 1.359, -2.697)  0.800
C (-1.511, -3.830, -3.342)  -0.418
C (-2.315, -2.590, -3.674)  -0.419
O (-1.664, -1.541, -2.917)  -0.197
S (-0.086, -1.849, -2.834)  1.146
O (0.577, -1.092, -3.837)  -0.589
O (0.309, -1.781, -1.476)  -0.534
O (-0.150, -3.363, -3.291)  -0.260
H (-1.774, -4.237, -2.365)  0.312
H (-1.602, -4.605, -4.097)  0.323
H (-3.355, -2.669, -3.374)  0.345
H (-2.253, -2.340, -4.734)  0.310
C (-7.362, 0.851, 2.901)  -0.322
C (-8.081, 2.156, 2.629)  -0.323
O (-7.220, 3.151, 3.212)  -0.295
S (-5.705, 2.702, 3.078)  0.966
O (-5.114, 3.332, 1.945)  -0.626
O (-5.079, 2.796, 4.344)  -0.406
O (-5.969, 1.175, 2.714)  -0.298
H (-7.503, 0.516, 3.929)  0.285
H (-7.649, 0.061, 2.215)  0.307
H (-9.062, 2.206, 3.091)  0.326
H (-8.168, 2.357, 1.560)  0.277
C (4.184, -0.926, -5.019)  -0.314
C (4.173, -1.792, -3.777)  -0.029
O (5.057, -2.874, -4.094)  -0.310
S (6.233, -2.349, -5.047)  1.111
O (7.377, -2.067, -4.264)  -0.554
O (6.289, -3.207, -6.174)  -0.531
O (5.549, -0.966, -5.465)  -0.343
H (3.550, -1.343, -5.804)  0.315
H (3.891, 0.100, -4.821)  0.306
H (3.187, -2.180, -3.540)  0.062
H (4.575, -1.258, -2.913)  0.262
C (-2.837, 3.143, 7.117)  -0.151
C (-4.297, 3.530, 7.204)  -0.205
O (-4.547, 3.640, 8.614)  -0.349
S (-3.234, 4.174, 9.358)  1.068
O (-3.332, 5.575, 9.546)  -0.535
O (-2.946, 3.300, 10.433)  -0.533
O (-2.207, 3.905, 8.157)  -0.308
H (-2.689, 2.081, 7.324)  0.276
H (-2.393, 3.389, 6.158)  0.175
H (-4.953, 2.787, 6.768)  0.252
H (-4.484, 4.501, 6.742)  0.331
C (5.340, -6.386, -5.470)  -0.109
C (6.574, -7.185, -5.829)  -0.305
O (6.315, -8.486, -5.277)  -0.319
S (4.752, -8.808, -5.351)  1.098
O (4.477, -9.588, -6.501)  -0.529
O (4.319, -9.212, -4.064)  -0.542
O (4.256, -7.312, -5.634)  -0.327
H (5.363, -6.060, -4.428)  0.221
H (5.194, -5.526, -6.117)  0.202
H (7.483, -6.776, -5.399)  0.293
H (6.691, -7.281, -6.910)  0.316
C (2.373, 1.622, 4.078)  -0.220
C (1.949, 3.064, 4.271)  -0.376
O (0.712, 3.160, 3.534)  -0.311
S (-0.073, 1.770, 3.624)  0.872
O (-1.049, 1.843, 4.645)  -0.455
O (-0.422, 1.382, 2.300)  -0.365
O (1.142, 0.882, 4.137)  -0.306
H (2.828, 1.461, 3.098)  0.150
H (3.046, 1.272, 4.854)  0.341
H (2.668, 3.774, 3.875)  0.337
H (1.746, 3.291, 5.318)  0.347

Values from the calculation:
DFT total energy, hartree: -5185.70421
Net charge: +1
LUMO, eV: -4.48


> Among the records above, which one has the highest net charge?

C18H34BN2O26S6


> Which of these has the lowest LUMO?

C18H34BN2O26S6